C9H18BrN2O as an isolated structure. Source: the OMol25 dataset; level of theory: ωB97M-V with the def2-TZVPD basis set.

Summary:
* total charge: +1
* gap between HOMO and LUMO: 9.6 eV
* E_LUMO: -2.793 eV
* ΔE to the lowest compared entry with this formula, charge and spin: 90.1 kJ/mol

Atoms and positions in Å:
C  -1.91078  2.35188  -0.04414
C  -1.65550  1.56370  1.00008
C  -0.96148  2.59500  -1.24999
C  0.41567  2.02076  -1.14798
C  0.29131  0.45620  0.06429
C  0.29919  -2.21452  -2.16704
C  -0.12917  0.13824  2.40428
C  1.49510  -2.29695  0.12633
C  0.23402  -1.95030  -0.63112
N  -0.40491  -0.61700  -0.46769
N  -0.27891  1.05702  1.23773
O  1.24369  -2.02999  1.49346
Br  1.76271  3.10534  -0.24377
H  -2.95140  2.55337  0.02233
H  -2.10346  1.52196  1.91774
H  -1.50222  2.20919  -2.16218
H  -0.94910  3.69731  -1.50428
H  0.81242  1.82893  -2.07112
H  1.31991  0.16241  0.11095
H  0.63679  -3.23320  -2.45719
H  1.02842  -1.50373  -2.61745
H  -0.65504  -2.03443  -2.59788
H  0.94121  -0.05416  2.56000
H  -0.63493  0.54920  3.43545
H  -0.67272  -0.88663  2.22684
H  1.62754  -3.37697  -0.12583
H  2.29863  -1.66784  -0.30628
H  -0.47036  -2.71995  -0.27660
H  -1.36318  -0.71464  -0.05966
H  0.28619  1.89430  1.39191
H  1.95036  -2.40450  2.13883

C13H28ClI2N4O4 as an isolated structure. Source: the OMol25 dataset; level of theory: ωB97M-V with the def2-TZVPD basis set.

Summary:
* total charge: -1
* gap between HOMO and LUMO: 5.9 eV
* E_LUMO: 2.328 eV

Atoms and positions in Å:
Cl  2.41603  -0.10229  1.81510
C  1.49716  -0.79320  0.36003
I  1.75718  0.79595  -1.20963
I  2.76202  -2.49601  -0.34135
C  -2.39527  -2.26172  -0.64820
C  -1.82350  -1.44673  -1.79105
O  -0.79739  -1.75813  -2.35399
N  -2.49115  -0.30535  -2.13422
C  -3.70165  0.23944  -1.56096
H  -1.72845  -3.10325  -0.49300
H  -2.43893  -1.66824  0.26519
H  -3.40108  -2.62152  -0.87467
H  -2.02179  0.21987  -2.85406
H  -4.47982  0.35656  -2.32196
H  -3.50725  1.20369  -1.09411
H  -4.07655  -0.41816  -0.78435
C  -2.93749  3.48643  2.96389
C  -3.47872  2.95500  1.65284
O  -3.36328  1.78748  1.34119
N  -4.09385  3.84897  0.82371
C  -4.29623  5.26544  1.03005
H  -2.48001  2.65356  3.48598
H  -2.18521  4.25764  2.79781
H  -3.73158  3.91054  3.57999
H  -4.42712  3.44172  -0.03482
H  -5.35710  5.52503  1.03159
H  -3.80331  5.85842  0.25744
H  -3.87928  5.55581  1.98839
C  3.34928  3.21537  1.98894
C  3.83004  4.55721  2.47904
O  3.10491  5.38559  3.00483
N  5.16054  4.82698  2.30898
C  6.16727  3.97665  1.71022
H  2.28524  3.13102  2.17681
H  3.51964  3.09253  0.91915
H  3.85544  2.39636  2.49793
H  5.43745  5.73218  2.65087
H  6.96583  3.73923  2.41676
H  6.61949  4.44440  0.83295
H  5.71364  3.04417  1.39355
C  1.16419  -5.37179  -2.87531
C  2.09875  -6.53776  -2.65008
O  3.30094  -6.47435  -2.81341
N  1.52323  -7.71708  -2.25042
C  0.12708  -7.98530  -1.99499
H  1.74731  -4.50375  -3.16117
H  0.45020  -5.60795  -3.66647
H  0.61260  -5.12124  -1.96966
H  2.18710  -8.46111  -2.11348
H  -0.04422  -8.28940  -0.95977
H  -0.26056  -8.77268  -2.64667
H  -0.45179  -7.08623  -2.17544

A 12-piece molecular cluster, H23O12 overall. Source: the OMol25 dataset; level of theory: ωB97M-V with the def2-TZVPD basis set.

Summary:
* total charge: -1
* gap between HOMO and LUMO: 9.8 eV
* E_LUMO: 2.792 eV
* ΔE to the lowest compared entry with this formula, charge and spin: 174.8 kJ/mol

Atoms and positions in Å:
O  -0.46414  -0.05627  0.37247
H  0.34182  0.17158  -0.03554
O  -0.79067  -1.16276  -2.04802
H  -0.78234  -0.69908  -1.15280
H  -1.09153  -2.04067  -1.84137
O  -0.33601  2.64112  1.37358
H  0.09662  3.04996  0.64494
H  -0.25018  1.70644  1.25420
O  -1.61579  1.74287  -1.27965
H  -1.18166  1.45481  -2.07740
H  -1.16435  1.21660  -0.59253
O  1.60829  -2.08933  0.47018
H  0.67966  -2.20771  0.71408
H  2.00433  -2.92671  0.73883
O  3.92900  0.33384  -0.69103
H  4.60386  0.94014  -0.97777
H  3.12567  0.90492  -0.75589
O  1.59595  1.80607  -1.22330
H  1.27424  1.46766  -2.04747
H  1.45976  2.73299  -1.19701
O  -1.29807  -2.35102  1.01380
H  -2.21296  -2.34007  1.26732
H  -1.02100  -1.47687  0.72400
O  -2.32894  0.07973  2.08499
H  -1.59635  0.06237  1.40270
H  -2.10293  -0.73007  2.53029
O  1.06608  0.24288  2.58900
H  0.62106  -0.22329  1.87630
H  1.42980  -0.45354  3.16586
O  1.81872  -0.94491  -2.58654
H  0.90475  -1.12854  -2.34605
H  2.32177  -0.89328  -1.78040
O  -3.93799  0.32122  0.02997
H  -3.19267  0.62674  -0.50180
H  -3.51380  0.22220  0.88204